Record 1
{
  "formula": "C28H30BrCuN2",
  "method": "ωB97M-V/def2-TZVPD",
  "homo_lumo_gap_ev": [7.7, 6.4],
  "total_charge": 1,
  "multiplicity": 2,
  "homo_energy_ha": [-0.3984, -0.3956],
  "s2": 0.7548,
  "e_tot_ha": -5408.7951,
  "species": ["Cu", "C", "C", "C", "C", "C", "C", "C", "N", "C", "C", "C", "C", "C", "C", "C", "N", "C", "C", "C", "C", "H", "H", "H", "H", "H", "H", "H", "H", "H", "H", "H", "H", "H", "H", "H", "H", "H", "H", "H", "H", "H", "H", "H", "H", "Br", "C", "C", "C", "C", "C", "C", "C", "C", "C", "C", "H", "H", "H", "H", "H", "H"],
  "xyz": [[-0.819, -1.823, -0.970], [4.361, 2.280, 1.468], [4.600, 1.196, 0.417], [5.153, 1.854, -0.857], [5.626, 0.193, 0.966], [3.321, 0.444, 0.065], [3.345, -0.584, -0.876], [2.184, -1.257, -1.183], [1.008, -0.967, -0.615], [0.956, 0.021, 0.291], [2.090, 0.734, 0.645], [-0.394, 0.302, 0.886], [-0.605, 1.290, 1.827], [-1.879, 1.524, 2.348], [-2.906, 0.718, 1.874], [-2.629, -0.257, 0.934], [-1.408, -0.468, 0.447], [-2.089, 2.624, 3.384], [-1.223, 2.319, 4.615], [-3.549, 2.724, 3.822], [-1.664, 3.968, 2.774], [5.305, 2.782, 1.683], [3.990, 1.862, 2.407], [3.659, 3.040, 1.116], [6.058, 2.414, -0.617], [4.427, 2.548, -1.286], [5.410, 1.114, -1.617], [6.541, 0.720, 1.243], [5.889, -0.566, 0.228], [5.243, -0.313, 1.855], [4.263, -0.868, -1.373], [2.178, -2.059, -1.910], [2.020, 1.522, 1.379], [0.223, 1.895, 2.166], [-3.922, 0.833, 2.222], [-3.414, -0.897, 0.549], [-1.499, 1.361, 5.060], [-1.370, 3.097, 5.366], [-0.160, 2.289, 4.371], [-3.898, 1.800, 4.289], [-4.209, 2.966, 2.985], [-3.648, 3.522, 4.559], [-0.609, 3.976, 2.495], [-1.820, 4.765, 3.503], [-2.255, 4.200, 1.886], [-1.148, -4.221, -0.584], [-1.985, -4.442, -2.298], [-2.421, -5.673, -2.661], [-3.034, -5.819, -3.928], [-3.175, -4.743, -4.754], [-2.716, -3.458, -4.368], [-2.852, -2.326, -5.210], [-2.403, -1.101, -4.814], [-1.790, -0.936, -3.545], [-1.644, -2.004, -2.711], [-2.100, -3.289, -3.101], [-2.306, -6.524, -2.003], [-3.387, -6.796, -4.231], [-3.643, -4.857, -5.725], [-3.322, -2.454, -6.178], [-2.512, -0.244, -5.465], [-1.444, 0.050, -3.251]]
}

---

Record 2
{
  "formula": "C28H30Cl48F3N5O4S",
  "method": "ωB97M-V/def2-TZVPD",
  "homo_lumo_gap_ev": 8.2,
  "homo_energy_ha": -0.3150,
  "e_tot_ha": -24446.0154,
  "species": ["C", "C", "N", "C", "C", "C", "O", "C", "F", "F", "F", "C", "C", "C", "C", "C", "N", "C", "N", "N", "O", "S", "O", "O", "C", "N", "C", "C", "C", "H", "H", "H", "H", "H", "H", "H", "H", "H", "H", "H", "H", "H", "H", "H", "H", "H", "H", "H", "H", "H", "H", "H", "H", "H", "H", "H", "H", "H", "H", "C", "Cl", "Cl", "Cl", "Cl", "C", "Cl", "Cl", "Cl", "Cl", "C", "Cl", "Cl", "Cl", "Cl", "C", "Cl", "Cl", "Cl", "Cl", "C", "Cl", "Cl", "Cl", "Cl", "C", "Cl", "Cl", "Cl", "Cl", "C", "Cl", "Cl", "Cl", "Cl", "C", "Cl", "Cl", "Cl", "Cl", "C", "Cl", "Cl", "Cl", "Cl", "C", "Cl", "Cl", "Cl", "Cl", "C", "Cl", "Cl", "Cl", "Cl", "C", "Cl", "Cl", "Cl", "Cl"],
  "xyz": [[-4.183, -1.710, -3.488], [-4.013, -0.247, -2.769], [-2.937, -0.226, -1.662], [-1.539, -0.250, -2.270], [-0.707, 1.151, -2.126], [0.462, 1.331, -3.295], [1.633, 0.480, -3.029], [2.837, 1.220, -3.523], [4.002, 0.299, -3.686], [3.202, 2.241, -2.505], [2.605, 1.810, -4.894], [-0.082, 1.454, -0.642], [-1.249, 1.942, 0.454], [-0.552, 3.191, 1.322], [0.582, 2.565, 2.346], [2.132, 2.783, 1.859], [2.501, 4.222, 1.537], [3.460, 4.211, 0.328], [3.086, 4.964, -0.787], [4.760, 3.439, 0.276], [0.805, 0.411, -0.106], [0.104, -1.139, -0.143], [-0.960, -1.412, 0.946], [1.280, -2.151, 0.145], [-0.653, -1.587, -1.796], [-1.626, -2.744, -1.770], [-1.093, -3.868, -1.190], [0.282, -4.645, -1.630], [-1.924, -4.476, 0.126], [-3.247, -1.908, -4.201], [-5.116, -1.667, -4.221], [-4.284, -2.616, -2.733], [-5.035, -0.032, -2.191], [-3.788, 0.641, -3.499], [-3.133, 0.664, -1.155], [-1.711, -0.416, -3.440], [-1.488, 2.027, -2.342], [-0.047, 1.136, -4.341], [0.745, 2.491, -3.271], [0.605, 2.422, -0.774], [-2.202, 2.356, -0.128], [-1.503, 1.121, 1.247], [-1.404, 3.657, 2.007], [-0.108, 4.029, 0.629], [0.402, 1.387, 2.387], [0.443, 2.925, 3.475], [2.819, 2.429, 2.768], [2.462, 2.135, 0.940], [3.047, 4.554, 2.380], [2.167, 5.382, -0.515], [5.486, 4.005, -0.258], [4.676, 2.540, -0.257], [0.239, -1.786, -2.562], [1.079, -3.880, -2.083], [0.784, -5.026, -0.615], [0.131, -5.571, -2.330], [-2.599, -5.399, -0.151], [-1.186, -4.699, 1.035], [-2.627, -3.598, 0.521], [1.607, -0.251, 4.890], [2.608, 1.203, 4.647], [2.551, -1.483, 5.764], [0.162, 0.175, 5.841], [1.106, -0.898, 3.307], [0.680, -5.098, 4.084], [0.843, -4.498, 5.753], [0.067, -3.791, 3.040], [2.270, -5.638, 3.488], [-0.461, -6.467, 4.053], [-2.708, 6.668, 3.163], [-2.545, 7.268, 4.833], [-3.321, 7.976, 2.120], [-1.118, 6.129, 2.568], [-3.849, 5.300, 3.133], [-2.999, -8.614, -0.089], [-1.956, -8.684, 1.354], [-3.700, -10.223, -0.394], [-4.309, -7.437, 0.183], [-2.031, -8.110, -1.497], [-3.243, 3.373, -5.698], [-3.007, 3.838, -7.401], [-2.088, 2.087, -5.268], [-2.970, 4.790, -4.652], [-4.907, 2.778, -5.469], [-0.566, -2.612, -6.376], [-1.816, -3.755, -6.930], [0.277, -3.293, -4.962], [0.606, -2.333, -7.689], [-1.331, -1.068, -5.925], [-5.493, 5.295, -1.218], [-6.554, 4.372, -0.124], [-3.854, 5.379, -0.524], [-5.427, 4.486, -2.804], [-6.137, 6.944, -1.419], [2.700, -6.487, -4.497], [2.936, -6.022, -6.201], [3.855, -7.773, -4.067], [2.973, -5.070, -3.452], [1.036, -7.083, -4.269], [0.449, 3.880, 7.551], [1.422, 5.320, 7.944], [-1.110, 4.389, 6.853], [1.327, 2.874, 6.371], [0.157, 2.937, 9.034], [-3.627, 6.478, 9.215], [-3.391, 6.943, 7.512], [-2.472, 5.191, 9.645], [-3.355, 7.895, 10.261], [-5.291, 5.882, 9.444], [6.264, 1.491, 6.252], [6.427, 2.091, 7.922], [5.652, 2.799, 5.209], [7.854, 0.952, 5.657], [5.123, 0.123, 6.222], [7.372, -8.635, -6.147], [8.345, -7.195, -5.754], [5.814, -8.127, -6.845], [8.251, -9.641, -7.327], [7.080, -9.578, -4.664]]
}

---

Record 3
{
  "formula": "C28H30F7N2O25PS",
  "method": "ωB97M-V/def2-TZVPD",
  "homo_lumo_gap_ev": 7.7,
  "homo_energy_ha": -0.3269,
  "e_tot_ha": -4513.6749,
  "species": ["N", "P", "S", "O", "N", "O", "O", "C", "O", "C", "C", "C", "C", "C", "C", "H", "H", "H", "H", "H", "H", "H", "H", "H", "O", "C", "O", "C", "C", "F", "O", "H", "H", "H", "O", "C", "O", "C", "C", "F", "O", "H", "H", "H", "O", "C", "O", "C", "C", "F", "O", "H", "H", "H", "O", "C", "O", "C", "C", "F", "O", "H", "H", "H", "O", "C", "O", "C", "C", "F", "O", "H", "H", "H", "O", "C", "O", "C", "C", "F", "O", "H", "H", "H", "O", "C", "O", "C", "C", "F", "O", "H", "H", "H"],
  "xyz": [[0.653, -0.524, -0.314], [0.693, 0.705, -1.613], [-0.049, -0.747, -3.069], [1.512, 1.820, -0.532], [1.970, 1.138, 0.545], [1.650, 1.730, 1.563], [-0.594, 1.821, -1.972], [-1.542, 1.965, -0.855], [-1.279, 2.767, 0.214], [-3.043, 1.229, -0.794], [-3.646, 0.257, -1.968], [-5.177, -0.392, -1.839], [-6.156, -0.078, -0.547], [-5.532, 0.874, 0.652], [-4.020, 1.515, 0.527], [1.180, -1.363, -0.680], [-0.342, -0.765, -0.092], [1.885, 0.791, -2.467], [-1.137, -1.456, -2.538], [-3.022, -0.013, -2.936], [-5.569, -1.055, -2.720], [-7.247, -0.481, -0.423], [-6.236, 1.060, 1.584], [-3.651, 2.202, 1.408], [1.634, -3.013, -3.173], [2.141, -3.144, -4.275], [1.457, -3.021, -5.453], [2.420, -3.113, -6.484], [3.530, -3.858, -5.825], [4.728, -3.478, -6.323], [3.455, -3.439, -4.481], [2.713, -2.105, -6.798], [2.018, -3.646, -7.350], [3.433, -4.947, -5.878], [-3.343, 1.492, 5.286], [-2.627, 2.357, 4.809], [-3.095, 3.472, 4.169], [-1.965, 4.275, 3.889], [-0.854, 3.281, 3.889], [0.297, 3.844, 4.319], [-1.265, 2.327, 4.842], [-1.855, 5.032, 4.672], [-2.072, 4.779, 2.925], [-0.692, 2.790, 2.923], [6.507, 2.886, 6.088], [5.626, 3.250, 5.328], [4.314, 3.395, 5.687], [3.653, 3.953, 4.570], [4.540, 3.558, 3.439], [4.515, 4.489, 2.459], [5.826, 3.554, 4.015], [3.584, 5.039, 4.694], [2.643, 3.547, 4.468], [4.320, 2.570, 3.021], [-2.630, 4.365, 9.805], [-2.066, 3.326, 9.502], [-1.477, 3.099, 8.288], [-0.831, 1.846, 8.387], [-1.583, 1.179, 9.487], [-0.780, 0.347, 10.186], [-1.954, 2.248, 10.328], [0.226, 2.001, 8.629], [-0.897, 1.296, 7.444], [-2.480, 0.643, 9.157], [6.225, 3.383, -3.469], [6.117, 2.978, -2.324], [6.301, 3.757, -1.214], [5.958, 2.955, -0.102], [6.145, 1.573, -0.630], [5.277, 0.714, -0.050], [5.807, 1.693, -1.993], [4.922, 3.161, 0.188], [6.610, 3.166, 0.750], [7.167, 1.191, -0.536], [3.370, -3.662, -8.630], [3.934, -4.700, -8.933], [4.523, -4.928, -10.147], [5.169, -6.181, -10.048], [4.417, -6.847, -8.948], [5.220, -7.680, -8.249], [4.046, -5.778, -8.107], [6.226, -6.026, -9.806], [5.103, -6.731, -10.991], [3.520, -7.384, -9.278], [-8.545, -1.723, -1.583], [-9.132, -2.463, -0.812], [-8.522, -3.171, 0.186], [-9.556, -3.792, 0.925], [-10.670, -3.848, -0.063], [-11.868, -3.747, 0.555], [-10.475, -2.692, -0.846], [-9.796, -3.178, 1.800], [-9.252, -4.785, 1.266], [-10.656, -4.734, -0.706]]
}

---

Record 4
{
  "formula": "C28H30N2O3",
  "method": "ωB97M-V/def2-TZVPD",
  "homo_lumo_gap_ev": 9.4,
  "homo_energy_ha": -0.3235,
  "e_tot_ha": -1420.1976,
  "species": ["N", "C", "C", "C", "C", "C", "O", "C", "C", "O", "C", "N", "C", "C", "C", "C", "O", "C", "C", "C", "C", "C", "C", "C", "C", "C", "C", "C", "C", "C", "C", "C", "C", "H", "H", "H", "H", "H", "H", "H", "H", "H", "H", "H", "H", "H", "H", "H", "H", "H", "H", "H", "H", "H", "H", "H", "H", "H", "H", "H", "H", "H", "H"],
  "xyz": [[-1.649, -5.291, -0.576], [-2.200, -4.284, -0.574], [-2.879, -3.048, -0.575], [-2.164, -1.854, -0.492], [-2.825, -0.640, -0.493], [-4.215, -0.605, -0.592], [-4.965, 0.527, -0.637], [-4.317, 1.782, -0.662], [-3.903, 2.275, 0.739], [-4.918, 3.049, 1.335], [-2.638, 3.142, 0.651], [-1.485, 2.302, 0.384], [-0.508, 2.873, -0.523], [0.465, 1.777, -0.952], [1.207, 1.212, 0.261], [2.124, 0.020, -0.132], [1.325, -1.012, -0.693], [2.798, -0.530, 1.119], [2.479, -1.791, 1.600], [3.094, -2.283, 2.739], [4.034, -1.519, 3.408], [4.359, -0.261, 2.930], [3.747, 0.230, 1.791], [3.239, 0.396, -1.100], [3.755, 1.679, -1.229], [4.794, 1.934, -2.108], [5.339, 0.914, -2.866], [4.841, -0.371, -2.736], [3.803, -0.625, -1.859], [0.182, 0.757, 1.301], [-0.826, 1.860, 1.602], [-4.931, -1.805, -0.665], [-4.274, -3.013, -0.655], [-1.086, -1.884, -0.425], [-2.257, 0.273, -0.395], [-5.053, 2.478, -1.076], [-3.446, 1.754, -1.323], [-3.687, 1.396, 1.366], [-5.728, 2.528, 1.360], [-2.542, 3.705, 1.590], [-2.774, 3.867, -0.155], [-1.028, 3.263, -1.402], [0.049, 3.705, -0.057], [1.169, 2.176, -1.685], [-0.115, 0.982, -1.425], [1.820, 1.999, 0.709], [1.147, -0.785, -1.612], [1.748, -2.386, 1.077], [2.836, -3.267, 3.102], [4.514, -1.902, 4.297], [5.096, 0.339, 3.443], [4.021, 1.207, 1.421], [3.357, 2.498, -0.650], [5.180, 2.939, -2.197], [6.149, 1.118, -3.550], [5.264, -1.179, -3.314], [3.425, -1.631, -1.748], [-0.340, -0.122, 0.923], [0.690, 0.474, 2.224], [-1.583, 1.480, 2.290], [-0.311, 2.705, 2.095], [-6.007, -1.757, -0.735], [-4.830, -3.937, -0.714]]
}